C63H56KN8O5S4 | the ωB97M-V functional and the def2-TZVPD basis

Properties
Charge ... -1
Gap between HOMO and LUMO ... 5.2 eV
Energy relative to the best compared isomer or geometry (same formula, charge and spin) ... 9.0 kcal/mol
F_max ... 1.93 eV/A

Last column: Mulliken charge in e.
Element x y z (Å)
1 K -0.8553 0.4509 -0.7797  1.008
2 N 1.3556 -0.2258 -0.2289  -0.708
3 S 1.9455 -0.7573 0.9783  1.512
4 N 1.6479 -2.3902 1.3329  -0.001
5 S 0.7354 -3.1415 2.2928  0.759
6 N -0.6827 -2.7590 2.6929  0.386
7 S -1.7383 -1.8837 1.6549  0.552
8 N -1.2812 -0.5529 1.3531  0.007
9 C -3.2013 -2.0891 2.6787  0.100
10 C -3.2694 -2.9650 3.7608  -0.076
11 C -4.4276 -3.0059 4.5240  -0.801
12 C -5.5028 -2.1861 4.1996  -0.562
13 C -5.4236 -1.3277 3.1117  -0.796
14 C -4.2693 -1.2682 2.3442  -0.157
15 C -1.8935 -3.1285 0.3699  1.185
16 C -0.9533 -3.0698 -0.6463  0.472
17 C -0.8984 -4.1014 -1.5718  -0.977
18 C -1.7672 -5.1785 -1.4706  -0.681
19 C -2.7203 -5.2143 -0.4575  -0.886
20 C -2.7913 -4.1851 0.4680  -0.901
21 C 0.7996 -4.7981 1.6148  0.360
22 C -0.0155 -5.7551 2.1990  -0.734
23 C 0.0229 -7.0553 1.7198  -0.745
24 C 0.8699 -7.3837 0.6688  -0.659
25 C 1.6736 -6.4135 0.0862  -0.747
26 C 1.6403 -5.1073 0.5566  0.058
27 C 1.4912 -3.4081 3.8874  0.744
28 C 2.6814 -4.1187 3.9457  -0.781
29 C 3.3283 -4.2491 5.1639  -0.774
30 C 2.7815 -3.6739 6.3057  -0.580
31 C 1.5810 -2.9839 6.2344  -0.835
32 C 0.9274 -2.8447 5.0171  -0.200
33 C 1.7455 0.0336 2.5835  0.298
34 C 0.7830 1.0155 2.7392  -0.051
35 C 0.6040 1.5807 3.9946  -1.226
36 C 1.3956 1.1860 5.0644  -1.063
37 C 2.3791 0.2182 4.8909  -0.718
38 C 2.5547 -0.3667 3.6472  -0.147
39 C 3.7460 -0.8638 0.9192  0.057
40 C 4.3627 0.3023 0.4917  -0.131
41 C 5.7386 0.3210 0.3270  -0.551
42 C 6.4882 -0.8245 0.5695  -0.643
43 C 5.8623 -1.9915 0.9896  -0.943
44 C 4.4841 -2.0135 1.1699  0.106
45 H -2.4263 -3.5975 3.9972  0.167
46 H -4.4883 -3.6740 5.3737  0.444
47 H -6.4035 -2.2171 4.8008  0.376
48 H -6.2659 -0.6968 2.8558  0.438
49 H -4.1992 -0.6323 1.4654  0.286
50 H -0.2619 -2.2315 -0.7048  -0.097
51 H -0.1680 -4.0614 -2.3713  0.549
52 H -1.7090 -5.9902 -2.1858  0.382
53 H -3.4105 -6.0458 -0.3889  0.429
54 H -3.5414 -4.2021 1.2476  0.520
55 H -0.6779 -5.4722 3.0106  0.166
56 H -0.6133 -7.8119 2.1622  0.450
57 H 0.8930 -8.4001 0.2937  0.386
58 H 2.3208 -6.6688 -0.7442  0.461
59 H 2.2347 -4.3186 0.1118  0.451
60 H 3.0965 -4.5616 3.0471  0.254
61 H 4.2638 -4.7913 5.2219  0.438
62 H 3.3059 -3.7497 7.2508  0.393
63 H 1.1594 -2.5318 7.1231  0.435
64 H -0.0011 -2.2943 4.9235  0.521
65 H 0.1772 1.3232 1.8949  0.248
66 H -0.1491 2.3446 4.1261  0.733
67 H 1.2517 1.6408 6.0380  0.414
68 H 3.0021 -0.0899 5.7224  0.505
69 H 3.3167 -1.1245 3.5079  0.443
70 H 3.7582 1.1782 0.2756  0.062
71 H 6.2247 1.2299 -0.0060  0.455
72 H 7.5624 -0.8084 0.4263  0.375
73 H 6.4438 -2.8874 1.1697  0.431
74 H 3.9794 -2.9165 1.4885  0.229
75 C -3.1685 4.7005 -0.4717  -0.866
76 C -3.6956 3.4094 -0.9937  0.120
77 N -3.2929 2.2104 -0.6287  -0.253
78 C -3.9686 1.3049 -1.4113  1.180
79 C -4.8138 1.9640 -2.2608  -0.125
80 N -4.6540 3.3208 -1.9466  -0.005
81 C -5.7831 1.4831 -3.2440  0.399
82 O -6.8604 2.3194 -3.4436  -0.563
83 O -5.7106 0.4706 -3.8755  -0.547
84 C -3.5756 -0.1690 -1.3493  0.172
85 O -4.2261 -0.9401 -0.6203  -0.851
86 O -2.5547 -0.3965 -2.0447  -0.829
87 H -2.0825 4.7152 -0.6091  -0.040
88 H -3.3772 4.7882 0.5955  0.304
89 H -3.6089 5.5521 -0.9947  0.359
90 H -4.9733 4.0933 -2.5037  0.291
91 H -6.8995 2.9614 -2.7253  0.348
92 C 1.4273 5.0880 4.0873  -0.444
93 C 0.2376 4.8253 3.3688  -0.724
94 C 0.3011 4.3583 2.0839  -0.499
95 C 1.5427 4.1451 1.4321  -0.368
96 C 1.6047 3.6625 0.0610  0.805
97 C 2.8745 3.5140 -0.4895  -0.979
98 C 4.0456 3.8311 0.2276  -0.390
99 C 3.9969 4.2762 1.5183  -1.210
100 C 2.7378 4.4332 2.1489  1.142
101 C 2.6396 4.8969 3.4888  -1.129
102 H 1.3727 5.4443 5.1107  0.399
103 H -0.7248 4.9911 3.8416  0.392
104 H -0.5982 4.1351 1.5204  0.383
105 H 2.9587 3.1273 -1.5001  0.627
106 H 5.0045 3.7152 -0.2695  0.481
107 H 4.9011 4.5109 2.0694  0.329
108 H 3.5573 5.1040 4.0320  0.351
109 C -2.2464 0.8282 -5.9031  -1.050
110 C -2.6617 2.2557 -5.5454  -0.640
111 C -2.1167 2.6995 -4.1951  0.131
112 N -0.6803 2.9496 -4.2333  1.015
113 C -0.1530 4.0317 -3.7165  -1.487
114 S 0.1702 3.3495 -0.8727  -0.193
115 N 1.2486 4.0869 -3.8865  0.406
116 C 2.1026 3.5665 -4.8234  0.126
117 O 3.3117 3.5532 -4.6621  -0.678
118 C 1.5325 3.1370 -6.1516  0.083
119 C 0.6354 3.9487 -6.8371  0.004
120 C 0.2306 3.6084 -8.1200  -0.512
121 C 0.7135 2.4509 -8.7199  -0.396
122 C 1.5965 1.6309 -8.0284  -0.586
123 C 2.0157 1.9829 -6.7517  -0.315
124 H -2.7834 0.4774 -6.7876  0.412
125 H -2.4736 0.1489 -5.0763  0.149
126 H -1.1746 0.7664 -6.1250  0.239
127 H -3.7532 2.3086 -5.5000  0.463
128 H -2.3236 2.9526 -6.3183  0.310
129 H -2.3404 1.9192 -3.4649  -0.478
130 H -2.5775 3.6308 -3.8782  0.197
131 H -0.1180 2.1770 -4.5794  0.354
132 H 1.7121 4.5511 -3.1175  0.340
133 H 0.2589 4.8460 -6.3605  0.384
134 H -0.4614 4.2489 -8.6545  0.391
135 H 0.4067 2.1935 -9.7271  0.381
136 H 1.9650 0.7214 -8.4874  0.382
137 H 2.7204 1.3650 -6.2078  0.433

Cartesian forces, eV/Å:
0.4 1.8 -0.5
1.3 -0.4 0.7
0.1 -0.2 -0.4
0.1 0.0 0.2
0.0 0.1 -0.2
-0.3 -0.1 0.0
0.7 -0.1 0.6
-0.8 -0.5 0.6
-0.1 -0.2 0.1
0.0 0.1 -0.1
0.0 0.1 -0.1
0.0 0.0 0.0
-0.1 0.0 0.1
0.1 0.0 -0.1
-0.1 -0.2 0.1
0.0 0.2 0.0
0.0 0.0 0.0
0.0 0.0 0.1
0.1 0.0 -0.1
0.1 0.1 0.0
0.0 0.0 -0.1
-0.1 0.0 0.0
0.0 0.0 0.0
0.0 0.0 0.0
0.0 0.0 0.0
0.0 0.0 0.0
0.0 0.0 0.1
0.1 0.0 0.0
0.0 0.0 0.0
0.0 0.0 0.0
0.0 0.0 0.0
-0.1 0.0 0.1
0.0 -0.1 0.2
0.0 0.1 -0.2
0.0 0.0 0.1
0.0 0.0 -0.1
0.0 0.0 0.0
-0.1 0.1 -0.1
0.1 -0.3 0.0
-0.1 0.1 0.0
0.1 0.0 0.0
0.0 0.0 0.0
-0.1 0.1 0.0
0.0 0.1 0.0
0.0 0.0 0.0
0.0 0.0 0.0
0.0 0.0 0.0
0.0 0.0 0.0
0.0 0.0 0.1
-0.1 -0.1 0.0
0.0 0.0 0.0
0.0 0.0 0.0
0.0 0.0 0.0
0.0 0.0 0.0
0.0 0.0 -0.1
0.0 0.0 0.0
0.0 0.0 0.0
0.0 0.0 0.0
0.0 -0.1 0.0
0.0 0.0 0.0
0.0 0.0 0.0
0.0 -0.1 0.0
0.0 0.0 0.0
0.1 0.0 0.0
0.1 0.0 0.1
0.0 0.0 0.0
0.0 0.0 0.0
0.0 0.0 0.0
0.0 0.0 0.0
0.1 0.0 0.0
0.0 0.0 0.0
0.0 0.0 0.0
0.0 0.0 0.0
0.0 0.0 0.0
0.0 0.0 -0.1
0.0 -0.2 0.0
0.0 -0.1 0.0
0.2 -0.1 0.0
-0.2 0.2 0.0
-0.1 0.0 0.0
0.0 0.1 0.0
0.0 0.1 0.0
0.0 -0.1 0.0
-0.4 -0.2 -0.3
0.2 0.3 -0.2
-1.3 -0.7 -0.6
0.0 0.0 0.0
0.0 0.0 0.0
0.0 0.0 0.0
0.0 0.1 0.0
0.0 0.0 0.0
-0.1 0.0 0.0
0.1 0.1 0.0
0.1 0.1 -0.1
0.1 0.0 -0.1
0.0 0.1 0.1
0.0 0.0 0.1
-0.1 -0.1 -0.2
0.0 0.0 0.1
-0.1 0.0 0.0
0.0 -0.1 0.0
0.0 0.0 0.0
0.0 0.0 0.0
0.1 0.0 0.0
0.0 0.1 0.0
0.0 0.0 0.0
0.0 0.0 0.0
0.0 0.0 0.0
0.0 0.0 0.0
0.0 -0.1 0.0
0.0 -0.1 -0.2
-0.2 -0.1 0.1
0.0 0.3 -0.4
0.3 0.1 0.4
-0.1 -0.1 -0.1
-0.1 0.0 0.1
0.0 0.0 0.0
0.1 0.1 0.0
0.0 0.0 -0.1
0.0 0.0 0.0
0.0 0.0 0.0
0.0 0.0 0.0
0.0 -0.1 0.0
0.1 0.0 0.0
0.0 0.0 0.0
-0.1 0.0 0.0
0.0 0.0 0.0
-0.1 0.0 0.0
0.1 0.0 0.1
0.0 0.1 0.1
0.0 0.0 0.0
0.0 0.0 0.0
0.0 0.0 0.0
0.0 0.0 0.0
0.0 0.0 0.1
0.0 0.0 0.0
0.0 0.0 0.0